No. 1
# C8H13P

A single C8H13P molecule in a non-equilibrium geometry (ωB97M-V/def2-TZVPD, the OMol25 dataset).

Each line ends with the Mulliken charge.
Cartesian coordinates (Å):
C 2.04 -1.68 2.18  -0.4843
P 2.20 -0.62 0.92  -0.1139
C 0.44 -0.50 0.14  -0.2267
C -0.72 -0.01 1.05  -0.1874
C -0.88 1.46 1.44  -0.8661
C -1.67 0.88 0.31  -0.1373
C -1.14 0.96 -1.10  -0.9596
C 0.33 0.33 -1.15  0.0246
C 0.53 -0.50 -2.43  -1.6294
H 2.98 -2.06 2.59  0.2925
H 1.13 -2.29 2.50  0.2135
H 0.10 -1.48 -0.32  0.2862
H -1.06 -0.70 1.80  0.4422
H -0.07 2.16 1.28  0.2397
H -1.45 1.52 2.36  0.2935
H -2.78 1.02 0.52  0.3316
H -1.72 0.28 -1.65  0.3977
H -1.12 1.98 -1.51  0.3220
H 0.99 1.21 -0.99  0.4705
H -0.04 -1.30 -2.16  0.5308
H 1.54 -0.81 -2.49  0.3950
H 0.35 0.14 -3.30  0.3648

Computed properties:
Lowest unoccupied orbital energy, eV: 0.33
SMILES string: C=P[C@H]1[C@H]2C[C@H]2C[C@@H]1C
HOMO level, eV: -9.2
E, eV: -17792.729
Relative energy (zero: lowest compared OMol25 entry of this formula, charge and spin), kJ/mol: 77.3
Charge: 0

=====

No. 2
# C60H50F10

10 unconnected molecules or ions with the total composition C60H50F10 in a non-equilibrium geometry (ωB97M-V/def2-TZVPD, the OMol25 dataset).

Each line ends with the Mulliken charge.
Cartesian coordinates (Å):
F 3.15 2.92 0.48  -0.4273
C 1.95 3.14 -0.11  0.3446
C 0.84 3.25 0.68  -0.2573
C -0.40 3.54 0.08  -0.3264
C -0.49 3.59 -1.33  -1.0283
C 0.68 3.45 -2.10  -0.1668
C 1.93 3.31 -1.49  -0.3607
H 0.93 3.17 1.75  0.4589
H -1.26 3.76 0.70  0.4758
H -1.43 3.76 -1.86  0.3058
H 0.58 3.48 -3.16  0.4638
H 2.80 3.03 -2.07  0.5616
F -3.01 3.56 -6.39  -0.3376
C -2.54 2.46 -5.72  0.4934
C -2.32 2.55 -4.35  -1.0311
C -1.71 1.46 -3.75  0.1831
C -1.52 0.26 -4.46  -0.6390
C -1.90 0.17 -5.80  -0.6854
C -2.39 1.29 -6.45  -0.5531
H -2.49 3.50 -3.89  0.4092
H -1.43 1.57 -2.69  0.4153
H -0.98 -0.54 -4.00  0.8934
H -1.67 -0.73 -6.35  0.4225
H -2.54 1.30 -7.52  0.4096
F -2.85 -6.52 0.58  -0.3011
C -3.62 -5.74 -0.25  0.3991
C -5.00 -5.90 -0.28  -0.6029
C -5.69 -5.01 -1.13  -0.4111
C -4.98 -4.20 -2.01  -0.6662
C -3.61 -4.06 -1.93  -0.3289
C -2.94 -4.83 -1.02  -0.2701
H -5.54 -6.59 0.34  0.4279
H -6.75 -5.05 -1.32  0.3401
H -5.55 -3.69 -2.77  0.3721
H -3.05 -3.39 -2.55  0.5890
H -1.88 -4.70 -0.87  0.4455
F -0.69 -1.97 -2.12  -0.5688
C -0.48 -1.23 -0.98  -0.0125
C -1.56 -0.77 -0.22  -0.7182
C -1.28 -0.07 0.96  -0.8311
C 0.03 0.25 1.28  -1.0341
C 1.08 -0.21 0.46  -0.7716
C 0.83 -1.02 -0.64  0.4401
H -2.57 -1.02 -0.51  0.7178
H -2.07 0.22 1.61  0.3857
H 0.24 0.83 2.15  1.2069
H 2.10 0.13 0.68  0.6604
H 1.65 -1.42 -1.22  0.4411
F 4.26 -1.25 -0.30  -0.3729
C 5.38 -0.53 -0.57  0.3955
C 5.58 0.72 -0.07  -0.4767
C 6.73 1.41 -0.46  -0.4063
C 7.75 0.75 -1.16  -0.5402
C 7.58 -0.59 -1.46  -0.3866
C 6.35 -1.21 -1.29  -0.2933
H 4.77 1.20 0.45  0.5149
H 6.89 2.45 -0.13  0.3883
H 8.69 1.26 -1.39  0.3733
H 8.43 -1.13 -1.87  0.3928
H 6.19 -2.26 -1.54  0.4003
F 2.67 -1.39 -7.22  -0.3477
C 2.92 -0.90 -6.02  0.3702
C 4.24 -0.87 -5.57  -0.3673
C 4.52 -0.38 -4.29  -0.6129
C 3.50 0.12 -3.52  -0.3814
C 2.20 0.10 -3.99  -0.1693
C 1.88 -0.43 -5.23  -0.7059
H 4.99 -1.33 -6.21  0.3851
H 5.52 -0.44 -3.89  0.3703
H 3.73 0.46 -2.52  0.6079
H 1.41 0.57 -3.39  0.5016
H 0.89 -0.40 -5.65  0.3461
F -0.66 2.89 3.76  0.0967
C -1.07 4.00 4.47  0.2558
C -1.15 5.24 3.77  -0.3480
C -1.57 6.36 4.44  -0.6189
C -1.92 6.25 5.77  -0.5912
C -1.96 5.01 6.39  -0.6504
C -1.55 3.84 5.72  -0.1491
H -0.80 5.22 2.76  0.2888
H -1.51 7.31 3.96  0.4547
H -2.23 7.13 6.29  0.4050
H -2.30 5.00 7.41  0.4077
H -1.58 2.88 6.23  0.5201
F -4.00 -0.36 4.23  -0.2559
C -4.61 0.82 4.20  0.1574
C -5.87 0.99 4.78  -0.5729
C -6.39 2.29 4.67  -0.3434
C -5.74 3.32 4.05  -0.5761
C -4.46 3.17 3.50  -0.4097
C -3.92 1.91 3.65  0.3759
H -6.50 0.18 5.17  0.4022
H -7.38 2.51 5.06  0.3378
H -6.19 4.30 4.06  0.3676
H -3.88 4.01 3.15  0.4013
H -2.91 1.68 3.29  0.1402
F 5.66 -4.67 -3.03  -0.3601
C 4.34 -4.65 -2.83  0.1375
C 3.60 -3.55 -3.28  -0.1458
C 2.26 -3.50 -3.00  0.4032
C 1.63 -4.59 -2.42  -0.8210
C 2.36 -5.67 -2.00  -0.4267
C 3.74 -5.69 -2.17  -0.7692
H 4.15 -2.74 -3.71  0.4055
H 1.71 -2.66 -3.38  0.1808
H 0.54 -4.56 -2.39  0.5333
H 1.86 -6.48 -1.51  0.3983
H 4.24 -6.55 -1.78  0.4609
F -1.59 -1.56 8.17  -0.3418
C -0.98 -1.51 6.95  0.3202
C -0.95 -2.65 6.18  -0.5281
C -0.28 -2.62 4.97  -0.4740
C 0.35 -1.44 4.59  -0.4907
C 0.33 -0.33 5.38  -0.2272
C -0.36 -0.30 6.58  -0.5935
H -1.50 -3.54 6.44  0.4314
H -0.16 -3.51 4.37  0.4139
H 0.94 -1.51 3.70  0.5154
H 0.90 0.53 5.03  0.3815
H -0.30 0.56 7.20  0.5819

Computed properties:
Lowest unoccupied orbital energy, eV: 0.57
SMILES string: Fc1ccccc1.Fc1ccccc1.Fc1ccccc1.Fc1ccccc1.Fc1ccccc1.Fc1ccccc1.Fc1ccccc1.Fc1ccccc1.Fc1ccccc1.Fc1ccccc1
HOMO level, eV: -9.1
E, eV: -90204.697
Relative energy (zero: lowest compared OMol25 entry of this formula, charge and spin), kJ/mol: 9.7
Charge: 0

=====

No. 3
# C35H38BrN5O5Sc

A molecular structure, C35H38BrN5O5Sc (ωB97M-V/def2-TZVPD, the OMol25 dataset).

Each line ends with the Mulliken charge.
Cartesian coordinates (Å):
Sc 0.57 1.20 1.15  -0.1288
O 0.35 4.21 -2.06  -0.8206
C 0.58 3.27 -1.29  0.2491
N -0.18 2.73 -0.34  0.7991
C -1.55 3.03 -0.27  1.0381
C -2.32 3.56 -1.31  -1.0669
C -3.70 3.65 -1.19  -0.7716
C -4.33 3.22 -0.04  -0.7502
C -3.59 2.71 1.01  -0.7751
C -2.20 2.61 0.91  -0.3121
N -1.37 2.03 1.89  0.9557
C -1.70 2.13 3.18  -0.1779
O -2.66 2.71 3.71  -0.8133
C -0.71 1.45 4.09  0.4382
C -0.88 1.51 5.47  -0.8170
C 0.04 0.89 6.28  -0.3432
C 1.10 0.22 5.70  -1.3448
C 1.21 0.21 4.32  -0.5608
N 0.32 0.81 3.53  0.7741
C 1.92 2.59 -1.41  0.4864
C 2.87 3.05 -2.33  -1.0002
C 4.04 2.33 -2.47  -0.4400
C 4.23 1.18 -1.71  -1.0494
C 3.24 0.81 -0.81  -0.6190
N 2.12 1.51 -0.67  1.1266
H -1.83 3.89 -2.21  0.4625
H -4.28 4.05 -2.01  0.3680
H -5.41 3.28 0.05  0.3563
H -4.07 2.38 1.92  0.4499
H -1.74 2.06 5.84  0.5439
H -0.06 0.92 7.36  0.4201
H 1.85 -0.28 6.29  0.4490
H 2.04 -0.27 3.81  0.8586
H 2.64 3.93 -2.89  0.5622
H 4.80 2.65 -3.17  0.4226
H 5.12 0.58 -1.81  0.4663
H 3.35 -0.06 -0.17  0.5667
C -0.94 -6.55 -1.04  -1.6985
C -0.29 -5.58 -2.03  2.0923
C 1.17 -6.01 -2.27  -1.6788
C -1.04 -5.68 -3.36  -2.1628
C -0.32 -4.16 -1.45  -0.4534
C 0.30 -3.90 -0.24  0.1538
C 0.30 -2.63 0.29  -0.3028
Br 1.13 -2.39 1.98  -0.1808
C -0.31 -1.53 -0.34  0.1419
O -0.28 -0.33 0.18  -0.1381
C -0.99 -1.81 -1.56  -1.1317
C -0.96 -3.10 -2.08  -0.4685
C -1.77 -0.70 -2.27  2.9372
C -0.80 0.42 -2.69  -1.5501
C -2.47 -1.19 -3.54  -2.6090
C -2.86 -0.15 -1.34  -1.5451
H -0.92 -7.57 -1.44  0.4533
H -1.98 -6.28 -0.86  0.3727
H -0.43 -6.56 -0.08  0.3120
H 1.21 -7.02 -2.67  0.4501
H 1.74 -5.99 -1.34  0.3130
H 1.66 -5.34 -2.98  0.3651
H -0.99 -6.70 -3.73  0.4380
H -0.60 -5.03 -4.12  0.3863
H -2.09 -5.41 -3.25  0.3767
H 0.80 -4.69 0.31  0.4130
H -1.48 -3.28 -3.01  0.5856
H -0.06 0.03 -3.40  0.4109
H -0.28 0.82 -1.82  0.0748
H -1.35 1.23 -3.17  0.4625
H -1.77 -1.56 -4.29  0.4591
H -3.02 -0.36 -3.98  0.4702
H -3.20 -1.98 -3.33  0.4366
H -2.45 0.24 -0.41  0.1291
H -3.58 -0.94 -1.10  0.4321
H -3.40 0.67 -1.83  0.4051
N 1.26 3.39 2.06  -0.1444
C 2.39 3.53 2.98  -0.6356
C 3.64 2.85 2.42  -0.5195
C 3.52 1.32 2.46  0.4937
O 4.38 0.65 3.02  -0.7597
O 2.48 0.85 1.88  -0.2690
H 1.40 3.91 1.21  0.2066
H 0.40 3.74 2.47  0.2482
H 2.11 3.08 3.93  0.2358
H 2.63 4.58 3.18  0.4483
H 4.52 3.16 2.97  0.3949
H 3.77 3.16 1.37  0.1466

Computed properties:
Lowest unoccupied orbital energy, eV: 2.46
HOMO level, eV: -4.6
E, eV: -145354.173
Charge: -1

=====

No. 4
# C19H43OP3RhS

A molecular structure, C19H43OP3RhS in a non-equilibrium geometry (ωB97M-V/def2-TZVPD, the OMol25 dataset).

Each line ends with the Mulliken charge.
Cartesian coordinates (Å):
Rh 0.30 0.17 -0.65  0.1881
P -0.61 1.70 0.73  0.9421
P -2.37 -0.60 -1.25  0.8928
P 2.29 0.94 -0.66  0.8170
H 0.26 -2.08 -7.40  0.2924
C 1.31 -2.29 -7.14  -0.3417
C 1.70 -3.46 -6.61  -0.5071
H 1.02 -4.22 -6.22  0.2740
C -1.11 3.21 -0.19  -1.0790
C -2.04 1.44 1.86  -1.1924
C 0.51 2.32 2.07  -1.3967
C -2.54 -2.10 -2.28  -1.0253
C -3.16 -1.13 0.31  -0.8934
C -3.32 0.78 -1.98  -1.2574
C 3.53 0.28 -1.84  -1.2853
C 3.08 0.48 0.93  -1.2403
C 2.35 2.74 -0.96  -1.2828
H 2.07 -1.58 -7.50  0.3045
H 2.76 -3.77 -6.72  0.2798
H -1.44 3.99 0.50  0.4184
H -1.93 2.97 -0.88  0.2277
H -0.27 3.59 -0.78  0.3103
H -2.17 2.31 2.52  0.5227
H -1.84 0.57 2.51  0.3229
H -2.98 1.27 1.33  0.3141
H -0.02 3.06 2.68  0.5220
H 1.42 2.77 1.68  0.3831
H 0.76 1.47 2.72  0.3317
H -3.57 -2.46 -2.39  0.5432
H -1.93 -2.88 -1.82  0.4299
H -2.12 -1.92 -3.27  0.0940
H -4.10 -0.60 0.50  0.4985
H -2.49 -0.98 1.15  -0.2129
H -3.38 -2.20 0.26  0.4481
H -4.25 0.42 -2.44  0.4672
H -2.71 1.27 -2.74  0.3696
H -3.57 1.52 -1.20  0.4123
H 4.42 0.92 -1.80  0.5455
H 3.18 0.26 -2.88  0.4357
H 3.81 -0.75 -1.59  0.4481
H 4.13 0.78 0.89  0.5046
H 2.98 -0.61 1.04  0.3082
H 2.57 0.96 1.77  0.3080
H 3.35 3.03 -1.30  0.4878
H 2.10 3.31 -0.06  0.2879
H 1.63 2.99 -1.74  0.3766
C 0.77 -1.46 -3.38  1.1656
C 0.90 -0.18 -3.92  0.0002
C 0.18 0.13 -5.06  -1.0444
C -0.75 -0.77 -5.58  -0.6828
C -0.82 -2.08 -5.10  -0.9053
C 0.05 -2.46 -4.10  -0.3916
S 1.14 -1.87 -1.73  -0.0758
H -0.70 -0.81 -1.62  0.0391
H 1.52 0.55 -3.41  0.2818
H 0.40 1.08 -5.52  0.6164
H -1.40 -0.49 -6.42  0.5056
H -1.51 -2.81 -5.54  0.3065
H 0.19 -3.49 -3.78  0.5118
C 0.24 -3.35 3.23  -1.4071
C -0.37 -2.37 2.26  0.0073
O 0.53 -1.29 1.92  -0.2295
H 1.10 -3.85 2.77  0.3557
H -0.48 -4.12 3.49  0.4054
H 0.58 -2.87 4.16  0.4036
H -0.67 -2.81 1.29  0.1238
H -1.26 -1.88 2.68  0.2127
H 1.07 -1.05 2.70  0.2064

Computed properties:
Lowest unoccupied orbital energy (alpha / beta), eV: -9.13 / -13.76
Spin multiplicity: 5
HOMO level (alpha / beta), eV: -15.6 / -16.4
E, eV: -64125.673
Relative energy (zero: lowest compared OMol25 entry of this formula, charge and spin), kJ/mol: 294.0
Charge: +3

=====

No. 5
# C3H28NO12

11 unconnected molecules or ions with the total composition C3H28NO12 in a non-equilibrium geometry (ωB97M-V/def2-TZVPD, the OMol25 dataset).

Each line ends with the Mulliken charge.
Cartesian coordinates (Å):
C 0.96 0.49 -0.56  -0.5978
O 1.66 0.10 -1.71  -0.7901
C -0.52 -0.05 -0.63  0.2783
C -0.79 -0.80 0.66  -0.7521
O -1.97 -1.64 0.64  -0.6746
N -1.48 1.13 -0.47  -0.5285
H 0.95 1.58 -0.44  0.1260
H 1.44 0.02 0.31  0.1923
H -0.63 -0.50 -1.60  0.6407
H 0.02 -1.52 0.81  0.5260
H -0.87 -0.21 1.57  0.1227
H -1.93 -2.24 -0.10  0.3318
H -2.04 1.13 -1.32  0.2237
H -0.93 1.98 -0.56  0.3196
H 1.96 -1.85 2.99  0.4403
H 3.09 -1.66 4.02  0.2694
O 2.17 -1.43 3.86  -0.6658
H 4.08 -0.87 -0.62  0.2747
H 2.64 -0.71 -1.38  0.3345
O 3.46 -1.43 -1.10  -0.9005
H -1.85 1.71 2.91  0.2831
H -2.05 1.83 1.38  0.2684
O -2.29 2.23 2.24  -0.6664
H 0.39 1.06 -4.26  0.2957
H 1.39 0.79 -3.03  0.4057
O 1.17 1.39 -3.81  -0.8140
H 0.10 2.74 4.12  0.2943
H 1.13 1.92 3.49  0.3195
O 0.83 2.82 3.52  -0.6161
H -5.18 -1.64 -0.34  0.2920
H -3.71 -1.24 -0.11  0.4517
O -4.30 -1.65 -0.76  -0.6897
H -3.76 0.31 1.64  0.3223
H -4.58 1.18 0.74  0.3249
O -4.67 0.48 1.38  -0.6508
H 3.39 -2.70 1.51  0.2781
H 2.83 -1.91 0.38  0.3793
O 2.51 -2.44 1.18  -0.6905
H 0.54 3.00 -1.53  0.3053
H 0.32 2.73 -2.97  0.4635
O -0.11 3.21 -2.22  -0.7035
H 2.83 -2.82 -2.96  0.3185
H 1.59 -1.97 -3.21  0.3307
O 2.24 -2.53 -3.67  -0.6723

Computed properties:
Lowest unoccupied orbital energy, eV: 2.58
HOMO level, eV: -6.2
E, eV: -29627.329
Relative energy (zero: lowest compared OMol25 entry of this formula, charge and spin), kJ/mol: 0.0
Charge: -1

=====

No. 6
# C4H9NO3

A molecular structure, C4H9NO3 in a non-equilibrium geometry (ωB97M-V/def2-TZVPD, the OMol25 dataset).

Each line ends with the Mulliken charge.
Cartesian coordinates (Å):
C -0.09 -0.98 -0.29  -0.2853
C 1.05 -0.49 0.52  -0.1127
C -0.06 0.42 0.28  0.5503
C -0.16 1.54 -0.87  -0.5059
H -1.37 -1.78 0.89  0.3627
H -1.71 -2.49 -0.67  0.3019
H 0.26 -0.86 -1.38  0.1734
H 1.13 -0.92 1.43  0.3944
H 3.09 -1.35 0.63  0.3799
H -0.11 1.03 2.05  0.4106
H 0.29 1.07 -1.90  0.2241
H 0.40 2.62 -0.60  0.2352
H -1.84 2.30 -0.26  0.3550
N -0.88 -2.37 -0.01  -0.7178
O 2.41 -0.45 0.02  -0.6414
O -0.97 0.83 1.32  -0.6023
O -1.45 1.89 -1.17  -0.5221

Computed properties:
Lowest unoccupied orbital energy, eV: 0.06
HOMO level, eV: -9.2
E, eV: -11919.843
Relative energy (zero: lowest compared OMol25 entry of this formula, charge and spin), kJ/mol: 742.8
Charge: 0